Entry 1:
C5H14NO | the ωB97M-V functional and the def2-TZVPD basis

Net charge: +1
E_HOMO (eV): -14.118
LUMO energy (eV): -3.24
Kohn-Sham gap (hartree): 0.400

Geometry as XYZ:
```
21
Properties=species:S:1:pos:R:3:forces:R:3:lowdin_charge:R:1
C -1.594236 -0.974816 -2.164268 0.11 -0.89 0.09 -0.12
C -1.090889 0.463585 -1.954546 -0.07 -1.16 0.05 -0.24
C -1.388119 0.988403 -0.526381 -0.62 0.79 -1.34 -0.20
C -0.806487 0.085863 0.506723 1.04 0.85 -0.37 -0.06
C 0.134356 0.520566 1.347675 -0.85 -0.24 -1.36 -0.09
N 0.899491 -0.414614 2.152674 0.42 -0.26 0.57 0.17
H -1.134654 -1.822824 -1.627399 0.19 0.73 0.64 0.06
H -1.413822 -1.390471 -3.162571 -0.57 0.77 -0.24 0.08
H -2.658284 -0.990330 -1.877519 0.23 -0.20 -0.52 0.09
H -1.602702 1.033185 -2.731467 -0.03 0.42 0.38 0.11
H -0.025071 0.589778 -2.144888 0.11 -0.23 -0.05 0.11
H -2.473117 1.113685 -0.423571 0.08 -0.35 0.18 0.13
H -1.008233 2.015477 -0.573309 0.20 -0.17 0.86 0.12
H -1.026574 -0.961982 0.318293 -0.09 -0.05 0.64 0.11
H 0.482761 1.541338 1.309969 0.04 0.02 0.48 0.13
H 0.608016 -0.409428 3.133400 0.10 0.03 -0.02 0.17
H 1.950458 -0.226948 2.079840 -0.61 -0.09 -0.19 0.10
H 0.749274 -1.358135 1.795272 -0.01 -0.07 0.11 0.17
H 3.867606 -0.053867 0.706646 0.30 0.11 0.16 0.09
H 4.076625 0.263763 2.261588 0.20 -0.07 -0.58 0.09
O 3.453602 -0.012227 1.573839 -0.18 0.05 0.53 -0.02
```
Positions in Å, forces in eV/Å.

Entry 2:
C6H5N3O2S | the ωB97M-V functional and the def2-TZVPD basis

E_HOMO (spin up / spin down) (eV): -9.153 / -8.934
LUMO energy (spin up / spin down) (eV): -2.28 / -2.41
Kohn-Sham gap (spin up / spin down) (hartree): 0.252 / 0.240

Geometry as XYZ:
```
17
Properties=species:S:1:pos:R:3:forces:R:3:lowdin_charge:R:1
C -0.460685 0.891411 2.601741 -0.18 0.09 0.09 -0.07
C 0.903356 0.957923 2.215621 0.02 -0.05 0.02 -0.06
C -1.361192 0.295514 1.793272 0.06 0.14 0.22 -0.02
C 1.285381 0.530532 0.980279 0.06 0.03 -0.47 -0.15
C -0.994364 -0.310889 0.525449 0.56 0.25 0.01 -0.36
C 0.361509 0.017666 0.030748 0.07 -0.06 -0.08 -0.40
N -1.820031 -1.182139 0.086954 -0.67 -0.28 -0.68 0.19
N 0.173387 -0.065260 -2.705546 -1.65 1.14 1.68 -0.26
N 0.455310 -0.732506 -3.841362 0.42 -0.55 -0.27 -0.57
O -0.036258 -0.284655 -4.845627 -0.14 0.23 -0.36 0.07
O 1.134279 -1.737796 -3.762287 0.56 -0.71 -0.20 0.00
S 1.152199 -0.260136 -1.462491 0.48 -0.35 0.05 1.14
H -0.756478 1.313591 3.553202 -0.06 -0.07 -0.01 0.11
H 1.629587 1.379798 2.894596 0.08 -0.01 -0.02 0.11
H -2.395254 0.173074 2.070462 -0.12 0.00 0.06 0.11
H 2.311936 0.638781 0.662192 0.16 0.08 0.03 0.09
H -1.582684 -1.624908 -0.797202 0.35 0.10 -0.07 0.06
```
Positions in Å, forces in eV/Å.